1.
C3H6Cl2O3 | wB97M-V/def2-TZVPD

The calculation puts the frontier orbital gap at 0.4059 Eh. Its molar mass is 160.984 g/mol. Its net charge is 0. The value obtained for the calculated total energy is -1263.9751 a.u. As for the SMILES: OC([C@@H](O)Cl)[C@@H](O)Cl.

```
14
Properties=species:S:1:pos:R:3:lowdin_charge:R:1
C 0.47020 -0.07827 0.13838 -0.45
H 1.62120 0.61492 -2.11935 0.11
H -0.74610 -1.85692 0.77990 0.10
H 0.30077 0.16947 2.48667 0.13
O 0.08961 -0.76438 2.25939 0.02
H 1.39283 -0.58679 0.02001 0.13
C -0.43790 -0.86164 1.07914 -0.68
O 0.72914 1.20195 0.72886 -0.07
H 0.22474 2.05538 0.63102 0.15
C -0.15861 0.20906 -1.25768 -0.75
O 0.72929 1.03499 -2.04065 -0.09
H -1.11628 0.73098 -1.07077 0.06
Cl -2.08560 -0.02179 0.77357 0.61
Cl -0.16209 -1.40992 -1.90699 0.73
```

***

2.
C23H33N5P2S4Zn | wB97M-V/def2-TZVPD

The calculation puts the frontier orbital gap at 0.2487 Eh. Its molar mass is 635.158 g/mol. Its net charge is 0. The value obtained for the calculated total energy is -5224.8873 a.u.

```
68
Properties=species:S:1:pos:R:3:lowdin_charge:R:1
N -7.01247 0.92946 3.94816 0.17
H -2.74642 -3.53715 -0.39832 0.04
C -6.23195 0.90185 3.10664 -0.17
H 0.07153 3.25907 0.82196 0.10
C 1.65966 1.32159 -2.01209 -0.26
C 0.54613 -1.22789 -3.68950 -0.10
C 4.55008 0.58358 0.83168 -0.15
C -2.73594 -2.51207 -0.02348 -0.26
H 1.99335 1.20387 -3.04534 0.05
N 3.31954 1.35720 0.73440 -0.05
S -0.36559 -0.18059 5.13781 -0.12
H 4.25276 -0.64495 -0.90178 0.12
H 4.83470 0.45898 1.88422 0.13
H -4.94233 1.30339 -1.29642 0.11
C -0.22698 -3.28850 0.92740 -0.29
C 0.10897 -3.57419 -3.51188 -0.08
S 0.33269 -1.05037 3.38853 -0.01
H -3.17586 -2.49098 0.97475 0.05
C 2.19916 3.48626 0.53383 -0.16
H 5.29396 -1.36547 0.33500 0.12
N 0.97743 1.40185 1.04537 -0.04
C 0.58555 -2.49452 -4.24646 -0.07
H 3.35616 -1.67240 1.83188 0.12
H 1.00995 3.09337 2.28153 0.07
C -4.69628 1.07934 -0.26808 -0.04
H 0.97869 -2.63939 -5.24462 0.10
C 2.08930 0.76763 0.82745 -0.44
H 3.57655 2.94550 2.09610 0.14
S -0.13726 1.82119 4.80079 -0.11
H -0.73860 -4.21904 -1.67495 0.09
C 1.00321 2.85595 1.21551 -0.25
H -3.60908 0.30716 3.30126 0.10
P -1.02052 -1.87101 0.07438 0.87
C -0.38014 -3.36419 -2.23369 -0.10
N 2.03308 -0.58409 0.59518 0.05
H -0.45669 -4.24265 0.45601 0.04
C 3.44198 2.77881 1.02055 -0.14
H 2.34002 0.78726 -1.34384 0.02
H 0.85604 -3.16754 0.96063 0.02
C -5.65016 1.15065 0.72950 0.00
H 1.69233 2.38135 -1.75170 0.02
H 5.33823 1.16321 0.34892 0.12
C 0.04171 -1.00381 -2.40668 -0.38
H 0.90900 -0.39029 -4.27444 0.09
H 2.12580 3.37964 -0.55274 0.08
H -3.34115 -1.88751 -0.68025 0.03
H 2.25046 4.54986 0.76869 0.12
H 4.33910 3.13788 0.51305 0.12
H -1.15579 2.55522 -2.88631 0.03
H -1.86410 1.00295 -3.34929 0.04
H 2.98297 -2.39323 0.25893 0.12
H 1.16173 -0.97104 0.92933 -0.02
C 3.18801 -1.45292 0.77098 -0.18
N -3.03576 0.43445 1.32896 -0.02
C -3.40574 0.71106 0.07655 -0.15
S -1.52200 2.16347 3.30138 0.03
C 4.39566 -0.76928 0.17468 -0.16
H -0.33273 1.52357 -4.06960 0.03
H -0.58274 -3.29175 1.95832 0.01
C -0.92540 1.52269 -3.15271 -0.29
C -5.26973 0.85590 2.03268 -0.19
Zn -0.68900 0.46731 1.88532 0.18
H -2.62407 0.64382 -0.67315 0.06
H 0.12545 -4.57293 -3.92901 0.10
P -0.05146 0.71869 -1.74021 0.91
H -6.67305 1.42943 0.51412 0.13
C -3.94765 0.51457 2.29444 -0.13
C -0.41425 -2.08928 -1.66031 -0.37
```

***

Relative energy (zero: lowest compared OMol25 entry of this formula, charge and spin) list, top to bottom, in kcal/mol: 22.7; 23.5